Entry 1:
24
Properties=species:S:1:pos:R:3:forces:R:3 method="wB97M-V/def2-TZVPD" energy_ha=-3860.42760 e_homo_ev=-12.21 charge=+1 gap_ev=7.3 mol_weight_g_mol=266.0 relative_energy_ev=1.137
C -2.234 2.125 0.833 0.3292 0.2272 -1.1325
C 2.909 -0.555 1.617 2.8086 -1.1393 0.7408
C -2.183 -0.258 0.338 -3.4150 -0.9370 -1.7067
C -1.807 -1.484 -0.533 -1.1173 -0.4463 -0.6258
C 1.915 -0.430 -2.053 2.0995 -0.7602 2.5046
C 1.939 -0.022 -0.527 1.1341 -1.0327 -1.2871
N -1.583 1.029 0.114 1.2381 -0.6488 -1.4958
O 2.740 -0.735 0.179 -2.0705 0.6513 0.0341
Cl -0.088 -1.825 -0.194 0.2504 -0.5746 -0.1917
Cl 3.605 0.153 -2.590 -1.7781 -0.6236 0.1250
Br 1.080 1.474 0.042 1.2575 -0.3705 -0.0198
H -1.721 3.085 0.545 -0.6657 -0.8154 0.1103
H -3.310 2.131 0.444 1.0475 0.4601 1.5547
H -1.963 1.987 1.912 -1.2382 0.0952 -0.7584
H 3.426 0.461 1.746 -0.4756 -1.8301 0.1205
H 3.499 -1.544 1.816 -0.2055 2.4291 -0.0386
H 2.095 -0.700 2.327 -0.9648 0.5082 -1.0103
H -2.051 -0.664 1.342 -0.2302 0.7152 0.3084
H -3.330 -0.131 0.060 1.6223 -0.5397 1.1215
H -2.010 -1.451 -1.649 0.6722 0.5397 1.2480
H -2.385 -2.434 -0.243 0.8167 1.6383 0.0972
H 1.741 -1.549 -2.171 0.6653 1.6085 0.0870
H 1.136 0.142 -2.437 -0.9960 0.9078 -1.4114
H -1.421 1.195 -0.916 -0.7846 -0.0623 1.6261

=====

Entry 2:
25
Properties=species:S:1:pos:R:3:forces:R:3 method="wB97M-V/def2-TZVPD" energy_ha=-3477.37365 e_homo_ev=-9.78 gap_ev=10.6 mol_weight_g_mol=263.0 relative_energy_ev=0.388
C 0.365 3.292 0.903 -1.3432 -0.3485 -2.5854
C 0.848 2.251 -0.151 3.3130 -0.9713 0.7994
O 0.070 1.219 -0.794 -1.8762 -1.7040 2.1642
P -0.261 -0.061 0.155 -3.5534 -0.4431 -1.2944
O -0.142 -0.019 1.607 0.2049 0.7381 0.3430
O 0.508 -1.241 -0.509 0.6776 -1.2687 -0.3506
C 0.977 -2.424 0.205 -0.1478 -1.1696 1.1068
C 2.122 -2.096 1.218 -0.4465 0.6349 -1.0925
C -2.175 -0.458 -0.504 1.9731 0.4481 -0.8582
C -2.159 -0.669 -2.052 -0.8742 2.5320 -0.3547
F -2.705 -1.566 0.056 0.0404 -0.2045 0.7096
Br -3.188 1.111 0.066 -0.0785 -0.1571 -0.1025
H 1.258 3.755 1.316 -0.1499 -0.2969 0.3858
H -0.264 4.104 0.442 0.5709 -0.8102 0.3406
H -0.272 2.707 1.540 0.0043 0.1932 1.1208
H 1.713 1.624 0.421 -1.5052 1.7871 -1.5187
H 1.155 2.629 -1.114 1.1811 1.1955 0.4554
H 0.155 -3.113 0.706 1.0725 2.1098 -0.7685
H 1.351 -3.114 -0.560 0.1066 0.5988 -0.1674
H 2.792 -1.224 0.810 -0.5826 -2.3417 0.3065
H 1.724 -1.605 2.100 -0.2799 -0.4435 0.2822
H 2.523 -3.128 1.451 0.4114 1.5617 -0.0944
H -1.202 -0.208 -2.335 -0.3466 -0.3320 -0.5743
H -2.199 -1.713 -2.364 0.0554 0.0836 0.3920
H -2.996 -0.051 -2.618 1.5729 -1.3917 1.3551

=====

Entry 3:
22
Properties=species:S:1:pos:R:3:forces:R:3 method="wB97M-V/def2-TZVPD" energy_ha=-2940.12253 e_homo_ev=-13.99 charge=+1 gap_ev=10.5 mol_weight_g_mol=195.1 relative_energy_ev=0.047
C -0.767 -1.584 0.066 -1.3236 1.5437 -3.3507
C -1.585 -2.608 -0.566 -1.7318 -3.4350 -1.0794
C 0.452 2.278 -0.358 -1.8103 2.6486 1.7871
C 1.884 0.167 -0.387 1.6586 1.6082 2.3034
C -0.844 -0.180 -0.582 2.1326 2.8657 0.0056
C 0.619 0.859 0.047 -2.8157 -2.8443 -1.0283
N 0.431 0.725 1.485 -3.2825 -0.8756 3.0828
O -0.147 -1.749 1.059 1.2484 -0.7666 2.1970
Br -2.483 0.550 0.162 -0.0361 0.1190 0.0846
H -2.672 -2.585 -0.293 0.9326 0.3401 0.4396
H -1.720 -2.753 -1.664 0.8180 1.2074 0.4432
H -1.228 -3.626 -0.289 -0.1984 0.7396 0.3666
H 0.823 2.506 -1.313 0.2744 -0.0893 -1.5091
H 0.937 3.124 0.281 -0.4340 -1.9265 -0.5020
H -0.672 2.570 -0.303 1.7983 -0.5380 -0.2752
H 2.140 -0.880 -0.283 -0.9654 -0.2984 0.0982
H 2.066 0.518 -1.343 0.4516 0.2073 -2.1784
H 2.703 0.687 0.211 -0.6404 -0.5022 -0.5821
H -0.954 0.046 -1.713 0.5314 -1.1320 1.9344
H -0.406 1.256 1.926 1.2791 -0.8451 -1.4970
H 1.169 0.989 2.080 1.9198 0.8868 0.4434
H 0.253 -0.309 1.780 0.1933 1.0867 -1.1838

=====

Entry 4:
20
Properties=species:S:1:pos:R:3:forces:R:3 method="wB97M-V/def2-TZVPD" energy_ha=-696.48273 e_homo_ev=-7.67 gap_ev=8.5 mol_weight_g_mol=120.6 relative_energy_ev=1.747
C -0.588 1.263 1.683 -0.6367 1.2598 -3.3065
C -0.273 -1.174 1.726 0.4783 -1.1653 -2.2958
C 0.987 1.185 -1.500 0.3997 -1.2157 -0.3709
C -0.275 -1.060 -1.836 0.5934 -0.2102 0.3740
C -0.688 0.002 0.933 1.3506 -1.4657 -3.1275
C 0.675 -0.212 -1.008 -1.4350 0.4795 2.1268
Cl 2.211 -0.937 -0.442 -0.5763 -0.2388 -0.1752
H 0.483 1.415 1.716 0.2405 0.5705 1.1100
H -1.172 1.113 2.568 0.1774 0.4803 0.9982
H -1.039 2.078 1.016 0.5930 -0.7656 1.3180
H -1.035 -1.620 2.290 -1.6328 -0.6425 0.7379
H 0.406 -0.845 2.438 1.7422 0.4031 1.2688
H 0.187 -1.989 1.105 -0.3403 0.7244 0.6026
H 1.950 1.056 -1.988 0.2136 0.6837 -0.1335
H 0.310 1.614 -2.222 -0.5815 -0.1617 -0.1640
H 1.056 1.838 -0.663 0.3749 0.7322 0.5993
H -1.151 -0.458 -1.728 -1.0357 0.1716 -0.3031
H -0.501 -2.039 -1.330 0.4351 0.7476 -0.8452
H -0.086 -1.110 -2.949 0.2440 -0.3287 1.2231
H -1.458 -0.120 0.191 -0.6042 -0.0588 0.3629

=====

Entry 5:
24
Properties=species:S:1:pos:R:3:forces:R:3 method="wB97M-V/def2-TZVPD" energy_ha=-915.57166 e_homo_ev="-7.58 / -7.58" gap_ev="8.4 / 8.4" mol_weight_g_mol=176.7 relative_energy_ev=0.000
C 1.639 -1.937 0.019 0.3525 0.0260 0.1309
C 1.057 1.452 -0.645 -0.0782 -0.1884 -0.0144
C -1.357 1.522 -0.085 0.2548 -0.1815 0.0139
C 0.246 0.790 1.667 -0.0140 -0.1347 -0.1287
C -0.317 -2.756 -0.901 -0.4712 -0.5615 -0.3446
C -0.048 0.749 0.159 0.4663 0.4237 0.2741
N -3.094 -1.772 0.343 -0.7888 0.5997 1.1443
N -3.570 -1.265 1.193 0.6216 -0.6267 -1.0703
N 0.411 -1.605 -0.336 0.8326 0.0521 0.2778
N -0.350 -0.577 -0.327 -1.1143 0.1446 -0.4319
Cl 2.881 -0.964 0.712 -0.1235 -0.1364 -0.0674
H 1.947 -2.955 -0.135 -0.1300 -0.0186 -0.0755
H 0.738 1.572 -1.679 -0.0141 0.0236 -0.0877
H 1.239 2.437 -0.221 0.0285 0.1452 0.0042
H 1.991 0.901 -0.636 0.0176 0.0611 -0.0231
H -2.158 1.117 0.527 -0.0935 -0.0309 0.0795
H -1.646 1.434 -1.129 -0.0270 0.0086 -0.1002
H -1.223 2.572 0.159 0.0085 0.1355 0.0520
H 1.189 0.317 1.917 -0.0206 0.0484 0.0682
H 0.282 1.825 1.999 -0.0122 0.1202 0.0700
H -0.550 0.281 2.208 -0.0887 -0.0268 0.0671
H -1.261 -2.375 -1.281 0.2345 -0.0188 0.0665
H 0.253 -3.214 -1.706 0.1014 0.0704 0.0510
H -0.510 -3.493 -0.124 0.0579 0.0654 0.0442

=====

Entry 6:
25
Properties=species:S:1:pos:R:3:forces:R:3 method="wB97M-V/def2-TZVPD" energy_ha=-1375.29020 e_homo_ev=-5.27 charge=-1 gap_ev=8.6 mol_weight_g_mol=214.7 relative_energy_ev=0.000
C -1.823 2.071 -1.343 1.7291 -0.6576 -0.2102
C -0.630 1.625 -0.442 -1.2261 -2.2183 -3.3297
Cl -0.718 2.386 1.082 0.2345 1.6162 1.9393
N -0.715 0.119 -0.429 0.6502 2.0985 1.8843
C 0.467 -0.410 0.306 1.6375 -1.0999 -0.9036
C 0.481 -0.325 1.904 0.9379 -0.2349 -1.6615
C 0.436 -1.940 -0.186 0.7845 1.5787 1.9613
C 1.843 0.269 -0.181 -0.6954 0.2645 0.9683
S -2.325 -0.459 0.181 -0.7443 -1.5970 0.9075
O -2.152 -1.726 0.893 0.8899 0.9353 0.5832
O -3.038 -0.753 -1.025 -0.4621 0.8167 -1.5398
O -2.892 0.602 1.006 0.4875 -0.2726 -0.3541
H -2.712 1.569 -1.002 -0.2619 0.1431 -0.3416
H -1.568 1.869 -2.396 -0.2828 -0.3491 0.3911
H -1.924 3.110 -1.266 -0.3327 1.6953 0.2336
H 0.358 1.878 -0.898 -1.0822 -0.0841 0.3931
H 0.734 0.662 2.329 0.1360 -0.4794 -0.5838
H -0.556 -0.492 2.117 -0.2269 -0.8858 1.1201
H 1.278 -1.074 2.204 -1.4009 0.5982 0.1613
H -0.552 -2.124 -0.363 -2.6209 -0.5674 -0.1393
H 0.656 -2.630 0.608 0.6894 -0.3655 0.3449
H 0.810 -2.246 -1.122 1.6479 0.3400 -1.0934
H 2.117 1.186 0.429 -0.3613 -1.1473 -0.2790
H 2.609 -0.521 -0.031 -0.2517 0.7164 -0.3438
H 1.810 0.679 -1.198 0.1246 -0.8440 -0.1084

=====

Entry 7:
24
Properties=species:S:1:pos:R:3:forces:R:3 method="wB97M-V/def2-TZVPD" s2=2.002 energy_ha=-2177.56678 e_homo_ev="-6.35 / -8.15" gap_ev="6.5 / 6.4" mol_weight_g_mol=212.7 relative_energy_ev=0.700 multiplicity=3
C -0.205 -2.837 -1.457 0.0797 0.4860 0.0046
O -0.843 -2.447 -0.288 -0.2807 1.2995 0.7564
H 0.278 -3.829 -1.332 -0.1206 0.3612 -0.0831
H -0.895 -2.905 -2.325 0.1690 -0.0237 0.2047
H 0.587 -2.112 -1.750 0.0327 -0.2163 -0.0555
O 2.017 1.770 1.111 0.7951 -0.4146 0.5048
C 2.127 0.903 1.965 0.0247 -0.0562 -0.3460
C 0.912 0.282 2.587 0.1239 -0.1359 -0.0902
O -0.235 0.669 1.914 0.1696 1.5655 0.1800
C -0.610 -0.674 0.507 -1.0567 -2.1325 -2.6369
C -1.234 0.246 -0.522 -0.3634 -0.3729 -0.0107
O -0.402 1.394 -0.707 0.0811 -0.4108 -0.6122
C -0.518 1.978 -1.997 -0.1127 0.2515 -0.2828
Cu 0.021 2.398 0.957 -0.4603 0.0063 1.0221
H 3.122 0.524 2.259 -0.1094 0.2111 0.0040
H 0.925 0.540 3.665 -0.1346 0.0445 -0.2323
H 1.058 -0.817 2.552 -0.0563 0.1898 -0.0188
H -1.408 -1.003 1.190 1.6372 -0.3676 0.1615
H 0.470 -0.761 0.290 -0.6902 -0.3433 1.2125
H -2.228 0.581 -0.186 0.2227 -0.0981 -0.2402
H -1.316 -0.295 -1.481 0.0115 0.2156 0.4255
H 0.114 2.872 -2.006 -0.1352 -0.2256 -0.0427
H -0.177 1.256 -2.753 -0.0822 0.2216 0.1768
H -1.561 2.265 -2.192 0.2551 -0.0553 -0.0012

=====

Entry 8:
23
Properties=species:S:1:pos:R:3:forces:R:3 method="wB97M-V/def2-TZVPD" energy_ha=-788.18812 e_homo_ev="-12.64 / -12.64" charge=+1 gap_ev="8.7 / 8.7" mol_weight_g_mol=264.1 relative_energy_ev=3.070
C -0.535 -1.532 -1.422 1.2885 2.2661 1.2834
C -0.944 -2.133 1.035 2.3226 1.1038 -0.7262
C -0.728 1.142 -0.342 0.8357 -0.8497 3.5649
C -0.033 -1.378 0.076 0.7787 -1.1506 -2.0066
C -0.090 0.036 0.499 3.7724 1.8231 -3.0037
C 2.061 0.904 0.023 -1.8993 -1.2379 0.2034
N -0.334 2.450 0.258 -0.9377 2.3353 0.1431
F 2.225 1.919 0.947 0.3690 -0.7553 -0.9452
F 1.997 1.478 -1.231 -0.1990 0.0780 1.2260
I 3.564 -0.624 -0.065 -0.4453 0.6840 0.3415
H -0.382 -2.596 -1.625 -0.6367 0.4255 -0.6279
H 0.165 -0.829 -2.083 -1.6861 -1.7796 1.0211
H -1.574 -1.125 -1.314 0.5600 -0.8804 -1.2221
H -1.309 -2.991 0.645 -1.1638 -2.7145 -1.3079
H -0.439 -2.346 1.904 1.6962 -0.9664 1.9620
H -1.694 -1.579 1.445 -2.6820 1.9013 0.3660
H -0.387 1.018 -1.289 0.9322 0.4608 -2.9485
H -1.760 1.159 -0.311 -2.3300 -0.3203 -0.0714
H 1.030 -1.904 -0.038 -1.7806 1.5523 1.1741
H -0.090 0.286 1.498 0.0619 0.0870 2.3795
H -0.432 2.613 1.250 0.2860 -1.5332 1.1726
H -0.912 3.281 0.069 -0.2822 -0.4723 -1.5045
H 0.599 2.752 0.070 1.1395 -0.0573 -0.4734

=====

Entry 9:
22
Properties=species:S:1:pos:R:3:forces:R:3 method="wB97M-V/def2-TZVPD" energy_ha=-445.64904 e_homo_ev=-8.97 gap_ev=9.9 mol_weight_g_mol=132.2 relative_energy_ev=1.681
C -0.775 1.230 1.651 1.6826 -0.7083 -2.2447
N -0.557 0.072 0.800 -3.5840 -2.9036 -2.5461
N -1.813 -0.487 0.193 2.1947 3.1346 2.3915
F -2.323 0.614 -0.772 0.3596 -0.5434 0.1981
C -1.371 -1.523 -0.671 0.8366 -2.2128 0.9296
C 0.133 -1.305 -1.007 1.5935 -0.7617 0.8877
C 0.528 -0.069 -0.215 0.0296 1.3373 1.2161
C 0.736 1.252 -1.063 -0.2162 0.0203 1.2054
C 1.710 -0.359 0.686 2.5767 -2.0790 -1.3241
H -1.756 1.533 1.462 -1.3293 1.2941 -0.5273
H -0.780 0.900 2.647 0.7297 -0.0136 1.6175
H 0.033 1.912 1.297 -0.9297 0.2281 1.1365
H -2.061 -1.461 -1.505 0.1270 -0.7037 -0.1770
H -1.489 -2.483 0.010 -0.0033 1.6633 -1.7698
H 0.905 -2.068 -0.536 -2.2207 0.6512 -1.4441
H 0.393 -1.142 -2.064 -0.3732 -0.3766 0.3370
H -0.216 1.778 -0.988 -0.0033 0.0326 -0.4138
H 0.970 1.109 -2.130 0.1629 -0.0882 0.5765
H 1.466 1.924 -0.543 -0.2677 -0.6365 -0.7431
H 2.041 0.499 1.190 0.6107 1.4170 0.5799
H 2.591 -0.796 0.087 -0.9886 1.0939 0.5223
H 1.635 -1.129 1.471 -0.9875 0.1551 -0.4083

=====

Entry 10:
27
Properties=species:S:1:pos:R:3:forces:R:3 method="wB97M-V/def2-TZVPD" energy_ha=-1431.46653 e_homo_ev=-8.88 gap_ev=7.9 mol_weight_g_mol=245.2
C 2.322 0.420 -3.027 -0.1640 -0.2767 0.3762
C 1.222 -0.044 -2.017 -0.4003 -0.1904 -0.7076
C -0.285 -0.076 -2.489 1.2617 -0.6113 0.7306
N 1.486 -0.448 -0.801 -0.3212 3.4706 -0.1115
P 1.113 0.694 0.421 -2.6331 -2.1675 0.6789
O 0.196 1.991 -0.153 1.8191 -1.1316 -0.3365
S 3.119 1.497 0.948 5.2315 -1.9484 -2.2706
O 3.814 0.327 1.564 -2.3731 2.8389 0.0381
O 3.892 1.875 -0.277 -1.9497 0.8408 2.3306
F 2.974 2.746 2.030 0.2366 -1.2177 -1.0860
H 2.768 -0.463 -3.557 -0.5051 0.5807 0.5501
H 3.152 0.920 -2.475 -0.6481 -0.4310 -0.2421
H 1.930 1.105 -3.814 0.0290 -0.5565 0.6320
H -0.686 0.962 -2.549 0.3408 -0.7333 -0.3478
H -0.301 -0.637 -3.452 -0.2920 0.7171 0.4937
H -0.857 -0.629 -1.699 0.4332 0.5191 -0.8084
H 0.554 2.373 -0.972 -0.1579 0.2458 0.1659
C -3.482 -0.278 2.315 -0.0920 0.1772 -0.2798
C -2.542 -1.230 1.625 0.0954 0.0011 -0.3067
C -1.854 -2.263 2.477 0.1699 -0.1401 -0.2517
O -2.347 -1.167 0.430 0.0068 0.0370 0.0831
H -3.904 0.409 1.581 0.0456 -0.0588 0.0354
H -4.296 -0.833 2.785 0.0958 0.0428 0.1786
H -2.941 0.301 3.066 -0.0913 -0.1191 0.1331
H -2.596 -2.906 2.954 0.0436 0.1022 0.1735
H -1.241 -1.772 3.235 -0.1365 -0.0564 0.1211
H -1.209 -2.877 1.849 -0.0447 0.0654 0.0281

=====

Entry 11:
25
Properties=species:S:1:pos:R:3:forces:R:3 method="wB97M-V/def2-TZVPD" energy_ha=-1035.41638 e_homo_ev=-11.10 gap_ev=11.5 mol_weight_g_mol=200.2
C 0.246 0.918 2.534 0.3492 0.5493 -0.0179
C 0.582 1.318 1.111 -0.5500 -0.2719 -0.0514
C -0.183 0.481 0.076 1.7599 -0.3016 0.1824
C 0.229 -0.994 0.268 -0.9956 -0.0839 -0.3096
C 0.505 -1.810 -0.984 0.2380 0.0373 0.2123
C 1.464 -1.167 -1.968 0.2482 -0.8270 -0.1244
F 2.641 -1.851 -1.972 0.5028 0.1103 0.1865
O 1.800 0.180 -1.630 -0.8096 0.0464 -0.0636
S 0.432 1.020 -1.514 -0.9609 0.5875 0.1422
O -0.463 0.667 -2.560 -0.5129 -1.3369 -0.6338
O 0.746 2.388 -1.471 1.1821 1.4272 0.4741
H 0.963 1.397 3.187 0.1383 0.1298 0.3208
H 0.322 -0.143 2.715 -0.1714 -0.3296 0.0485
H -0.730 1.298 2.805 -0.3736 -0.1822 0.1308
H 1.635 1.187 0.909 0.4372 -0.0207 0.0290
H 0.357 2.360 0.960 -0.0279 0.4312 -0.0156
H -1.245 0.652 0.147 -0.3455 -0.0326 -0.3170
H 1.076 -1.042 0.929 0.5384 0.1028 0.1088
H -0.574 -1.491 0.792 -0.2723 -0.1679 0.2593
H 0.982 -2.720 -0.655 0.2038 -0.3979 0.0158
H -0.386 -2.122 -1.504 -0.4632 0.1917 -0.1392
H 1.091 -1.223 -2.978 -0.1438 0.3251 -0.3805
O -3.617 -0.084 0.369 0.0243 0.1909 -0.0486
H -3.550 0.444 -0.436 -0.0428 -0.1029 -0.0153
H -4.325 0.337 0.869 0.0471 -0.0747 0.0063

=====

Entry 12:
24
Properties=species:S:1:pos:R:3:forces:R:3 method="wB97M-V/def2-TZVPD" s2=8.757 energy_ha=-1800.85661 e_homo_ev="-6.07 / -8.57" gap_ev="6.4 / 8.8" mol_weight_g_mol=205.0 relative_energy_ev=3.012 multiplicity=6
C -3.115 -1.490 -0.904 0.1886 0.5861 -0.1040
O -3.751 -1.098 0.268 -0.3473 1.6610 0.9522
H -2.636 -2.481 -0.770 -0.1390 0.3634 -0.0785
H -3.807 -1.556 -1.768 0.1677 -0.0287 0.2296
H -2.324 -0.764 -1.195 0.0074 -0.2609 -0.0435
O -0.884 3.114 1.670 0.4193 -0.2415 0.3406
C -0.769 2.249 2.527 0.0863 -0.3137 -0.2240
C -1.980 1.628 3.155 -0.1832 -0.1579 -0.2235
O -3.132 2.022 2.502 0.4802 1.2863 0.5934
C -3.535 0.610 1.000 -1.1371 -2.8195 -2.9600
C -4.153 1.561 -0.005 -0.3778 -0.2837 -0.0948
O -3.314 2.706 -0.176 0.1269 -0.3881 -0.6434
C -3.417 3.297 -1.464 -0.0781 0.1430 -0.3061
Fe -2.899 3.773 1.525 -0.3370 0.3741 0.8858
H 0.228 1.861 2.803 -0.0998 0.2561 0.0068
H -1.945 1.866 4.238 -0.1116 0.0350 -0.1956
H -1.831 0.529 3.103 0.0204 0.1463 0.0111
H -4.326 0.334 1.715 1.7264 -0.2196 0.2869
H -2.446 0.566 0.817 -0.6840 -0.1844 1.3185
H -5.142 1.898 0.346 0.2152 -0.0866 -0.2338
H -4.255 1.048 -0.977 0.0216 0.1732 0.3871
H -2.785 4.191 -1.462 -0.1314 -0.2212 -0.0530
H -3.070 2.580 -2.221 -0.0898 0.2298 0.1491
H -4.458 3.588 -1.667 0.2558 -0.0485 -0.0010